Record 1
Molecular formula: C17H31Cl3O2P2V
Method: DFT, ωB97M-V/def2-TZVPD

Structure (XYZ):
```
56
C17H31Cl3O2P2V, DFT ωB97M-V/def2-TZVPD
P -0.218 -2.340 1.392
P -0.505 1.830 1.786
C -0.961 -0.944 0.527
C -0.476 0.535 0.470
H -1.955 -0.843 1.026
H -1.211 -1.282 -0.517
H 0.467 0.933 -0.074
H -1.283 0.949 -0.193
C -2.212 2.270 1.412
H -2.556 2.777 2.309
H -2.837 1.387 1.213
H -2.297 2.945 0.545
C 0.512 3.164 1.070
H 0.074 3.710 0.214
H 1.511 2.801 0.779
H 0.637 3.895 1.873
C -1.159 -3.788 0.862
H -1.085 -4.461 1.731
H -0.649 -4.218 -0.021
H -2.190 -3.442 0.654
C 1.516 -2.725 1.008
H 2.134 -1.828 1.152
H 1.608 -3.062 -0.037
H 1.778 -3.508 1.743
V 0.995 -0.026 -1.466
C 0.718 1.477 -2.657
C -0.664 1.430 -2.499
C -1.568 0.712 -3.466
C -1.179 -0.747 -3.701
C -0.438 -1.466 -2.571
C 0.951 -1.721 -2.648
C 1.843 -0.818 -3.459
C 1.460 0.719 -3.736
C -0.421 -1.948 3.131
H 1.348 2.027 -1.885
H -1.144 2.290 -2.004
H -1.706 1.185 -4.464
H -2.585 0.722 -3.029
H -2.123 -1.280 -3.908
H -0.647 -0.823 -4.662
H -1.067 -2.296 -2.149
H 1.458 -2.213 -1.810
H 1.858 -1.266 -4.459
H 2.879 -0.819 -3.080
H 2.387 1.295 -3.957
H 0.899 0.775 -4.677
H 0.161 -1.036 3.338
H -0.193 -2.838 3.765
H -1.468 -1.608 3.207
Cl 0.644 1.474 6.344
C 1.574 2.270 5.063
Cl 1.073 3.958 4.818
Cl 3.300 2.100 5.282
C 1.189 1.441 3.798
O -0.106 1.635 3.370
O 1.929 0.641 3.247
```

Properties
HOMO (spin up / spin down): -12.371 / -11.259 eV
net charge: +2
multiplicity: 2

Results of the natural (NBO) charge analysis, in e, for atoms 1 through 8: 1.582, 1.828, -0.799, -0.741, 0.252, 0.346, 0.196, 0.342

Record 2
Molecular formula: C17H31ClFN3O
Method: DFT, ωB97M-V/def2-TZVPD

Structure (XYZ):
```
54
C17H31ClFN3O, DFT ωB97M-V/def2-TZVPD
Cl -0.677 0.568 7.088
C -1.361 1.417 5.674
N -0.801 0.929 4.418
C 0.735 1.201 4.315
C 1.197 0.714 2.976
N 0.042 0.206 2.202
F 2.505 0.486 -2.141
C -0.919 1.314 1.965
C -1.468 1.760 3.314
C -0.583 -0.951 2.842
C -1.124 -0.584 4.178
H -2.433 1.246 5.687
H -1.147 2.477 5.807
H 0.853 2.289 4.421
H 1.187 0.669 5.149
H 1.613 1.544 2.395
H 1.926 -0.099 3.059
H -0.338 2.136 1.492
H -1.718 0.949 1.282
H -2.557 1.585 3.371
H -1.217 2.823 3.501
H -1.377 -1.301 2.185
H 0.186 -1.716 2.925
H -0.639 -1.097 5.005
H -2.213 -0.646 4.227
C 3.264 -2.161 -3.175
C 2.969 -1.215 -4.305
C 1.540 -0.559 -4.317
C 0.752 -0.773 -3.093
N -0.591 -0.563 -3.016
C -1.072 0.356 -4.082
C -2.445 0.962 -3.780
O -3.322 0.116 -3.009
C -2.718 -0.187 -1.754
C -1.359 -0.879 -1.835
C 1.710 -0.618 -1.920
C 2.695 -1.727 -1.799
H 2.887 -3.162 -3.423
H 4.349 -2.331 -3.057
H 3.739 -0.433 -4.302
H 3.126 -1.746 -5.245
H 1.876 0.493 -4.285
H 0.969 -0.761 -5.239
H -0.345 1.210 -4.103
H -1.105 -0.097 -5.101
H -2.257 1.929 -3.254
H -3.016 1.162 -4.698
H -2.597 0.752 -1.176
H -3.480 -0.794 -1.255
H -1.537 -1.960 -1.719
H -0.813 -0.529 -0.951
H 1.245 -0.345 -0.995
H 2.327 -2.620 -1.297
H 3.537 -1.438 -1.150
```

Properties
HOMO: -15.434 eV
net charge: +2

Results of the natural (NBO) charge analysis, in e, for atoms 1 through 8: 0.019, -0.214, -0.213, -0.236, -0.265, -0.406, -0.340, -0.256

Calculated total energy (a.u.)
-3823.285688; -1465.272970
Molar mass (g mol⁻¹)
486.68; 347.91
Relative energy (zero: lowest compared OMol25 entry of this formula, charge and spin) (kJ/mol)
28.1; 100.2